# 1
H44O22 | ωB97M-V/def2-TZVPD

Last column: natural (NBO) charge in e.
Positions of all 66 atoms, in Å:
O 1.346 -2.972 0.243  -1.027
H 1.331 -3.509 -0.547  0.516
H 1.248 -3.439 1.158  0.538
O 2.978 0.786 -5.293  -0.940
H 3.575 0.533 -4.570  0.456
H 2.292 0.128 -5.181  0.480
O -0.951 -1.050 1.351  -1.020
H -0.153 -1.580 1.189  0.501
H -1.031 -0.323 0.700  0.517
O -4.054 -1.150 1.704  -0.989
H -3.124 -1.393 1.602  0.493
H -4.465 -1.751 1.120  0.493
O -3.553 0.823 -0.494  -0.996
H -3.169 1.330 0.199  0.484
H -4.135 0.115 -0.060  0.513
O 1.913 3.842 -1.079  -0.993
H 2.340 4.404 -0.371  0.494
H 2.313 2.964 -0.906  0.500
O -0.130 3.159 0.712  -0.995
H 0.483 2.912 1.430  0.498
H 0.475 3.465 0.040  0.499
O -4.580 -2.551 -0.638  -0.967
H -4.996 -3.392 -0.892  0.477
H -3.784 -2.608 -1.152  0.496
O 0.980 -0.808 -3.792  -0.985
H 1.148 -1.709 -3.408  0.507
H 1.496 -0.254 -3.170  0.484
O 2.858 5.137 1.463  -0.938
H 3.270 4.505 2.060  0.478
H 3.568 5.776 1.492  0.470
O -1.703 0.086 -3.194  -1.015
H -2.052 0.937 -3.426  0.520
H -0.849 -0.087 -3.609  0.508
O -2.842 1.224 2.956  -0.999
H -3.617 0.646 3.079  0.511
H -3.009 2.204 2.901  0.493
O 2.807 -1.182 3.142  -0.973
H 2.156 -0.644 3.728  0.486
H 2.740 -0.643 2.314  0.490
O 2.412 -3.978 2.633  -0.975
H 3.138 -4.577 2.470  0.478
H 2.678 -3.298 3.238  0.510
O 0.572 -3.533 -2.492  -1.002
H 0.101 -4.169 -3.024  0.478
H -0.173 -2.982 -2.218  0.502
O -1.569 -2.178 -1.632  -1.001
H -1.625 -1.373 -2.189  0.513
H -1.379 -1.769 -0.763  0.497
O 2.453 1.344 0.005  -0.983
H 3.028 0.594 -0.120  0.497
H 1.604 0.829 -0.119  0.493
O 1.034 2.233 3.294  -0.989
H 0.664 1.427 3.705  0.505
H 0.548 2.983 3.619  0.471
O -0.390 -0.201 3.832  -1.020
H -0.364 -0.403 2.878  0.503
H -1.239 0.265 4.069  0.505
O -0.487 0.631 -0.647  -1.058
H -0.412 1.569 -0.207  0.519
H -1.104 0.724 -1.418  0.522
O 3.558 -1.518 0.097  -1.018
H 2.810 -2.195 0.111  0.506
H 4.295 -1.981 -0.328  0.470
O -2.909 2.370 -2.826  -0.994
H -3.500 1.938 -2.166  0.514
H -2.864 3.319 -2.599  0.490

Results
Orbital gap: 0.4024 hartree
Total charge: 0
ΔE to the lowest compared entry with this formula, charge and spin: 104.5 kJ/mol


# 2
H48O24 | ωB97M-V/def2-TZVPD

Last column: Löwdin charge in e.
Positions of all 72 atoms, in Å:
O -4.007 -3.226 -0.610  -0.032
H -4.280 -3.428 -1.486  0.022
H -3.314 -2.606 -0.731  -0.036
O -0.376 3.882 0.545  -0.103
H 0.272 3.302 0.019  0.055
H 0.095 4.755 0.505  0.086
O 2.223 3.691 -0.578  -0.070
H 2.792 3.177 -0.021  -0.028
H 2.543 4.633 -0.538  0.081
O -1.194 2.158 2.712  -0.084
H -1.044 2.810 2.008  0.021
H -0.942 1.263 2.332  0.034
O 1.049 1.661 4.408  -0.057
H 0.513 2.111 3.756  0.000
H 0.633 1.854 5.274  0.069
O 1.933 -0.847 3.364  -0.080
H 2.060 -0.159 4.066  0.065
H 0.976 -0.714 3.247  0.024
O 0.110 -2.576 0.406  -0.046
H -0.462 -2.876 1.095  -0.017
H 0.983 -2.777 0.789  0.024
O -2.663 2.909 -0.910  -0.047
H -1.934 3.356 -0.389  0.046
H -3.386 3.488 -0.750  0.048
O 1.757 -4.081 -4.039  -0.060
H 1.144 -4.481 -4.667  0.052
H 1.070 -3.685 -3.440  0.063
O -2.216 0.994 -3.168  -0.048
H -1.338 1.058 -3.584  0.039
H -2.323 1.744 -2.568  0.019
O -3.873 1.995 3.570  -0.080
H -2.896 1.979 3.464  0.002
H -4.051 2.082 4.521  0.050
O 0.561 -1.260 -2.240  -0.073
H 0.638 -0.297 -2.310  -0.012
H 0.429 -1.421 -1.274  0.009
O 3.067 -0.485 0.754  -0.050
H 2.548 -0.504 1.610  0.047
H 3.503 -1.306 0.687  0.026
O -2.289 0.280 0.203  -0.063
H -2.643 1.178 0.015  0.054
H -2.269 -0.232 -0.624  0.018
O 0.663 1.327 -3.295  -0.044
H 0.815 1.732 -2.448  0.025
H 1.571 1.211 -3.580  0.017
O 2.642 -3.118 1.686  -0.096
H 2.424 -2.497 2.453  0.047
H 2.982 -3.936 2.158  0.098
O 4.066 2.061 0.632  -0.009
H 4.305 2.276 1.493  0.022
H 3.803 1.151 0.699  -0.010
O -0.775 -0.540 2.291  -0.112
H -0.682 -1.005 1.425  0.030
H -1.726 -0.634 2.604  0.034
O 0.716 0.998 -0.164  -0.029
H 1.369 0.318 0.055  0.019
H -0.171 0.804 0.154  0.009
O -2.038 -3.483 1.887  -0.052
H -2.880 -3.098 2.212  0.059
H -2.309 -3.793 1.019  0.029
O 3.490 0.790 -4.035  -0.070
H 3.309 -0.115 -4.371  -0.006
H 4.010 0.729 -3.233  0.042
O -3.387 -0.816 2.452  -0.073
H -3.765 -0.027 2.855  0.025
H -3.093 -0.516 1.541  0.036
O 2.945 -1.637 -5.084  -0.044
H 2.469 -2.359 -4.637  0.018
H 2.358 -1.358 -5.787  0.060
O -2.427 -1.424 -1.899  -0.076
H -1.579 -1.861 -2.118  0.060
H -2.505 -0.580 -2.387  0.023

Results
Orbital gap: 0.4026 hartree
Total charge: 0
ΔE to the lowest compared entry with this formula, charge and spin: 0.0 kJ/mol


# 3
H4I2Si2 | ωB97M-V/def2-TZVPD

Last column: natural (NBO) charge in e.
Positions of all 8 atoms, in Å:
I 2.806 -0.164 0.080  -0.213
Si 0.535 0.863 0.062  0.426
Si -0.786 -0.988 -0.081  0.479
I -3.049 0.036 0.043  -0.213
H 0.286 2.094 0.939  -0.099
H 0.256 1.340 -1.292  -0.141
H -0.353 -1.301 -1.412  -0.128
H -0.690 -2.043 0.954  -0.112

Results
Orbital gap: 0.3426 hartree
Total charge: 0
ΔE to the lowest compared entry with this formula, charge and spin: 4.5 kJ/mol